The following is a DFT calculation (ωB97M-V/def2-TZVPD) of C20H20IN4O2S5SbTb as an isolated structure at a distorted geometry.

Each line ends with the Mulliken charge.
CARTESIAN COORDINATES (ANGSTROEM)
Tb (-0.88, 0.69, 0.81)  -0.25
C (-1.22, -1.40, 4.77)  -0.45
C (-0.70, -2.37, 3.76)  0.37
N (-0.72, -3.64, 4.07)  -0.68
C (-0.32, -4.54, 3.17)  -0.99
C (0.08, -4.22, 1.89)  0.75
C (0.39, -5.32, 0.91)  -0.86
O (1.73, -5.35, 0.45)  -0.53
C (0.11, -2.86, 1.51)  0.00
C (0.53, -2.52, 0.18)  -0.66
N (0.14, -1.52, -0.55)  0.47
C (0.45, -1.58, -1.91)  0.04
C (0.71, -2.81, -2.55)  -0.32
C (0.97, -2.92, -3.89)  -0.85
C (0.91, -1.80, -4.71)  -0.55
C (0.64, -0.58, -4.13)  -0.62
C (0.43, -0.47, -2.77)  0.17
I (0.10, 1.54, -2.07)  0.31
C (-0.26, -1.89, 2.48)  0.04
O (-0.12, -0.63, 2.27)  0.22
H (-1.58, -1.93, 5.64)  0.40
H (-2.03, -0.82, 4.32)  0.06
H (-0.44, -0.69, 5.05)  -0.07
H (-0.36, -5.57, 3.52)  0.33
H (-0.22, -5.21, 0.01)  0.34
H (0.14, -6.29, 1.36)  0.36
H (2.32, -5.38, 1.21)  0.35
H (1.24, -3.24, -0.23)  0.98
H (0.68, -3.72, -1.96)  0.38
H (1.17, -3.90, -4.31)  0.38
H (1.07, -1.89, -5.77)  0.37
H (0.57, 0.31, -4.74)  0.39
S (-5.77, 2.52, 0.34)  -0.69
Sb (-3.66, 1.72, 0.55)  1.12
S (-2.93, -0.07, -0.82)  -0.48
S (-1.79, 3.22, 0.44)  -0.58
S (-3.08, 0.77, 2.67)  -0.65
C (3.11, 0.06, 5.50)  -1.57
C (2.30, 0.81, 4.50)  1.01
C (1.18, 1.55, 4.74)  -1.15
C (0.47, 2.11, 3.65)  1.33
N (0.84, 1.88, 2.39)  -0.32
C (1.93, 1.14, 2.15)  0.06
S (2.42, 0.72, 0.62)  -0.40
N (2.71, 0.70, 3.20)  -0.01
C (-0.77, 2.88, 3.85)  -1.00
H (2.80, 0.31, 6.51)  0.37
H (4.17, 0.29, 5.39)  0.43
H (2.97, -1.01, 5.35)  0.34
H (0.83, 1.68, 5.75)  0.37
H (3.51, 0.13, 2.95)  0.31
H (-0.84, 3.31, 4.84)  0.45
H (-1.63, 2.18, 3.71)  -0.07
H (-0.88, 3.64, 3.07)  0.25

Results
LUMO energy (spin up / spin down), eV: 1.6 / 1.6
Energy relative to the best compared isomer or geometry (same formula, charge and spin), kJ/mol: 226.9
Expectation value of S²: 12.62
Total charge: -1
Spin multiplicity: 7
Largest force on an atom, eV Å⁻¹: 1.636
Gap between HOMO and LUMO (spin up / spin down), eV: 6.28 / 6.31
HOMO energy (spin up / spin down), eV: -4.64 / -4.67

---

The following is a DFT calculation (ωB97M-V/def2-TZVPD) of one molecule with the formula C20H20N2O3.

Each line ends with the Mulliken charge.
CARTESIAN COORDINATES (ANGSTROEM)
C (-2.15, -3.72, 0.17)  -1.17
N (-2.14, -2.28, 0.20)  0.02
C (-3.28, -1.59, -0.01)  0.52
O (-4.37, -2.14, -0.12)  -0.71
C (-3.13, -0.11, -0.09)  0.26
C (-1.99, 0.52, 0.41)  0.52
C (-1.87, 1.90, 0.27)  0.32
C (-2.89, 2.64, -0.33)  -0.51
C (-4.02, 2.00, -0.80)  -0.72
C (-4.15, 0.63, -0.69)  -0.70
H (-5.01, 0.11, -1.06)  0.50
H (-4.81, 2.58, -1.26)  0.41
H (-2.79, 3.71, -0.42)  0.56
O (-0.74, 2.54, 0.76)  -0.51
C (0.08, 3.11, -0.25)  -0.94
C (0.87, 1.98, -0.94)  0.73
O (0.59, 1.63, -2.07)  -0.67
N (1.80, 1.38, -0.17)  0.10
C (2.50, 0.21, -0.50)  0.11
C (2.46, -0.51, -1.68)  -0.60
C (3.23, -1.67, -1.76)  -0.68
C (4.01, -2.08, -0.70)  -0.50
C (4.04, -1.35, 0.49)  -0.79
C (3.28, -0.21, 0.58)  0.68
C (3.11, 0.73, 1.73)  -0.69
H (4.07, 1.13, 2.07)  0.39
H (2.64, 0.23, 2.58)  0.29
C (2.21, 1.84, 1.16)  -0.69
H (2.77, 2.78, 1.06)  0.45
H (1.34, 2.02, 1.79)  0.27
H (4.64, -1.68, 1.32)  0.45
H (4.60, -2.98, -0.78)  0.41
H (3.22, -2.24, -2.67)  0.42
H (1.86, -0.18, -2.51)  0.52
H (0.74, 3.83, 0.25)  0.42
H (-0.51, 3.62, -1.01)  0.52
C (-0.96, -0.34, 1.07)  0.14
C (-0.85, -1.63, 0.27)  -0.80
H (-0.47, -1.41, -0.74)  0.35
H (-0.14, -2.32, 0.74)  0.38
H (-1.27, -0.56, 2.09)  0.36
H (0.00, 0.17, 1.11)  -0.47
H (-1.57, -4.10, -0.68)  0.34
H (-1.75, -4.13, 1.09)  0.33
H (-3.19, -4.04, 0.06)  0.38

Results
LUMO energy, eV: 0.6
Energy relative to the best compared isomer or geometry (same formula, charge and spin), kJ/mol: 116.0
Spin multiplicity: 1
SMILES: CN1CCc2c(OCC(=O)N3CCc4ccccc43)cccc2C1=O
Largest force on an atom, eV Å⁻¹: 0.622
Gap between HOMO and LUMO, eV: 9.04
HOMO energy, eV: -8.46

---

The following is a DFT calculation (ωB97M-V/def2-TZVPD) of one molecule with the formula C20H20N2O6.

Each line ends with the Mulliken charge.
CARTESIAN COORDINATES (ANGSTROEM)
C (-5.64, -1.05, 2.96)  -0.69
H (-5.35, -0.47, 3.83)  0.23
H (-5.42, -2.11, 3.10)  0.30
H (-6.71, -0.94, 2.77)  0.29
O (-4.89, -0.53, 1.87)  -0.27
C (-5.12, -1.11, 0.68)  0.48
O (-5.91, -2.01, 0.53)  -0.62
C (-4.30, -0.53, -0.41)  -0.27
C (-3.34, 0.45, -0.15)  -0.13
C (-2.58, 0.98, -1.19)  0.84
C (-2.80, 0.50, -2.48)  -0.79
C (-3.74, -0.47, -2.73)  -0.70
C (-4.50, -1.00, -1.70)  -0.71
H (-5.24, -1.76, -1.87)  0.49
H (-3.89, -0.83, -3.74)  0.40
H (-2.21, 0.90, -3.29)  0.38
N (-1.67, 2.01, -1.01)  -0.20
H (-1.05, 2.13, -1.80)  0.29
C (-1.04, 2.28, 0.27)  -0.07
C (-0.05, 1.15, 0.58)  0.36
O (-0.33, 0.04, 0.94)  -0.60
N (1.22, 1.61, 0.28)  0.34
C (1.26, 2.97, -0.02)  0.43
O (2.23, 3.58, -0.36)  -0.59
C (-0.15, 3.52, 0.16)  -1.08
H (-0.17, 4.11, 1.07)  0.33
H (-0.42, 4.17, -0.67)  0.39
C (2.37, 0.78, 0.27)  -0.37
C (3.57, 1.23, 0.80)  -1.25
C (4.68, 0.41, 0.77)  -0.41
C (4.61, -0.87, 0.25)  0.95
C (3.37, -1.34, -0.27)  0.77
C (2.27, -0.50, -0.27)  -0.09
H (1.33, -0.83, -0.66)  0.52
O (3.38, -2.61, -0.75)  -0.45
C (2.17, -3.15, -1.23)  -0.91
H (1.39, -3.13, -0.46)  0.38
H (2.40, -4.17, -1.50)  0.23
H (1.81, -2.61, -2.11)  0.35
O (5.64, -1.76, 0.18)  -0.42
C (6.89, -1.36, 0.67)  -0.94
H (6.86, -1.13, 1.74)  0.37
H (7.55, -2.21, 0.51)  0.23
H (7.28, -0.49, 0.13)  0.37
H (5.61, 0.78, 1.18)  0.38
H (3.64, 2.23, 1.21)  0.37
H (-1.81, 2.36, 1.04)  0.44
H (-3.20, 0.77, 0.87)  0.64

Results
LUMO energy, eV: 0.5
Energy relative to the best compared isomer or geometry (same formula, charge and spin), kJ/mol: 189.8
Spin multiplicity: 1
SMILES: COC(=O)c1cccc(N[C@@H]2CC(=O)N(c3ccc(OC)c(OC)c3)C2=O)c1
Largest force on an atom, eV Å⁻¹: 0.590
Gap between HOMO and LUMO, eV: 8.56
HOMO energy, eV: -8.05

---

The following is a DFT calculation (ωB97M-V/def2-TZVPD) of C20H20NO7PV as an isolated structure at a distorted geometry.

Each line ends with the Mulliken charge.
CARTESIAN COORDINATES (ANGSTROEM)
V (1.02, 0.62, -0.41)  0.52
O (1.42, 4.58, -0.16)  -0.54
C (0.91, 3.51, -0.06)  0.40
O (1.59, 2.35, -0.28)  -0.75
C (-0.50, 3.16, 0.33)  0.52
C (-1.39, 4.16, 0.72)  -0.92
C (-2.66, 3.78, 1.06)  -0.57
C (-3.03, 2.42, 0.97)  0.79
C (-4.33, 1.97, 1.29)  -0.90
C (-4.65, 0.65, 1.17)  -0.61
C (-3.68, -0.28, 0.73)  -0.88
C (-2.42, 0.12, 0.42)  -0.18
C (-2.06, 1.48, 0.54)  0.26
N (-0.78, 1.87, 0.24)  0.44
H (-1.05, 5.18, 0.76)  0.52
H (-3.39, 4.51, 1.38)  0.47
H (-5.07, 2.69, 1.62)  0.41
H (-5.65, 0.30, 1.42)  0.41
H (-3.96, -1.33, 0.63)  0.46
H (-1.68, -0.59, 0.07)  0.31
O (-0.07, 0.11, -2.03)  -0.67
C (0.24, -1.10, -1.77)  1.92
O (0.57, -1.31, -0.52)  -0.50
C (0.30, -2.17, -2.75)  -0.15
C (0.59, -3.47, -2.32)  -0.36
C (0.60, -4.50, -3.24)  -0.66
C (0.34, -4.23, -4.58)  -0.36
C (0.06, -2.94, -5.01)  -0.66
C (0.04, -1.90, -4.09)  -0.37
H (0.79, -3.66, -1.28)  0.41
H (0.82, -5.51, -2.92)  0.42
H (0.34, -5.04, -5.30)  0.41
H (-0.14, -2.74, -6.05)  0.42
H (-0.18, -0.89, -4.40)  0.45
C (2.79, -2.25, 1.86)  -0.56
O (3.22, -0.88, 1.97)  -0.47
P (2.22, 0.34, 1.83)  1.20
O (3.11, 1.56, 2.24)  -0.33
C (4.28, 1.91, 1.46)  -0.66
O (1.23, 0.32, 3.06)  -0.46
C (-0.12, -0.17, 3.02)  -0.42
H (2.98, -2.74, 2.81)  0.28
H (3.36, -2.72, 1.07)  0.28
H (1.72, -2.31, 1.62)  0.19
H (4.59, 2.89, 1.82)  0.25
H (4.02, 1.97, 0.41)  0.30
H (5.06, 1.18, 1.64)  0.26
H (-0.79, 0.65, 3.24)  0.28
H (-0.22, -0.95, 3.76)  0.37
H (-0.37, -0.58, 2.04)  0.05

Results
LUMO energy (spin up / spin down), eV: -4.1 / -3.8
Energy relative to the best compared isomer or geometry (same formula, charge and spin), kJ/mol: 33.1
Expectation value of S²: 2.02
Total charge: +1
Spin multiplicity: 3
Largest force on an atom, eV Å⁻¹: 2.562
Gap between HOMO and LUMO (spin up / spin down), eV: 8.08 / 8.45
HOMO energy (spin up / spin down), eV: -12.22 / -12.26